1.
Below is a cluster of 2 separate species, C3H11NO4PS in total, with properties calculated with wB97M-V/def2-TZVPD.

Calculated values
- energy relative to the best compared isomer or geometry (same formula, charge and spin) (eV) = 0.134
- highest occupied orbital energy (eV) = -13.471
- total charge = +1
- max |F| (eV/A) = 4.09
- E_tot (eV) = -33088.4511
- LUMO energy (Eh) = -0.14576

Bonds (Å) are listed after each position.
Geometry (Å):
1 C 1.050 -0.699 -1.528  C2 1.505, H11 0.997, H12 1.087, H13 1.086
2 C 1.763 -0.297 -0.265  C1 1.505, C3 1.495, O5 1.462, H14 1.203
3 C 1.426 1.044 0.304  C2 1.495, N4 1.295, H15 1.192
4 N 1.481 1.246 1.582  C3 1.295, H17 1.006, H18 0.988
5 O 1.413 -1.357 0.678  C2 1.462, H19 0.953
6 O -2.202 0.283 -1.614  P9 1.592, H20 0.944
7 O -3.424 0.980 0.559  P9 1.581, H21 0.951
8 O -0.943 1.120 0.473  P9 1.481
9 P -2.101 0.344 -0.027  O6 1.592, O7 1.581, O8 1.481, S10 2.157
10 S -2.055 -1.721 0.597  P9 2.157, H16 1.345
11 H 0.144 -0.287 -1.591  C1 0.997
12 H 1.126 -1.767 -1.716  C1 1.087
13 H 1.489 -0.205 -2.390  C1 1.086
14 H 2.923 -0.126 -0.537  C2 1.203
15 H 1.233 1.911 -0.491  C3 1.192
16 H -1.511 -1.343 1.768  S10 1.345
17 H 1.164 2.020 2.141  N4 1.006
18 H 1.509 0.542 2.275  N4 0.988
19 H 1.543 -2.168 0.194  O5 0.953
20 H -2.571 -0.530 -1.921  O6 0.944
21 H -3.456 1.012 1.509  O7 0.951

***

2.
Below is a cluster of 2 separate species, C3H11NOS in total, with properties calculated with wB97M-V/def2-TZVPD.

Calculated values
- energy relative to the best compared isomer or geometry (same formula, charge and spin) (eV) = 1.200
- highest occupied orbital energy (spin up / spin down) (eV) = 1.054 / -5.426
- ⟨S²⟩ = 0.75
- multiplicity = 2
- total charge = -1
- max |F| (eV/A) = 3.16
- E_tot (eV) = -17660.1226
- LUMO energy (spin up / spin down) (Eh) = 0.11643 / 0.11334

Bonds (Å) are listed after each position.
Geometry (Å):
1 C -2.119 0.602 0.170  S2 1.855, H4 1.093, H5 1.105, H6 1.094
2 S -2.408 0.511 -1.660  C1 1.855, C3 1.870
3 C -0.678 -0.119 -1.991  S2 1.870, H7 1.065, H8 1.090, H9 1.128
4 H -1.111 1.000 0.316  C1 1.093
5 H -2.278 -0.433 0.524  C1 1.105
6 H -2.920 1.146 0.680  C1 1.094
7 H -0.390 -0.849 -1.271  C3 1.065
8 H -0.689 -0.456 -3.027  C3 1.090
9 H -0.021 0.787 -2.132  C3 1.128
10 N 1.706 -0.538 0.659  C11 1.413, H13 1.006, H14 1.012
11 C 2.431 0.069 1.708  N10 1.413, O12 1.460, H15 1.085, H16 1.097
12 O 3.203 -0.839 2.551  C11 1.460, H17 0.979
13 H 2.262 -0.696 -0.165  N10 1.006
14 H 1.074 -1.298 0.874  N10 1.012
15 H 3.122 0.859 1.435  C11 1.085
16 H 1.821 0.539 2.490  C11 1.097
17 H 2.808 -1.734 2.577  O12 0.979

***

3.
Below is a cluster of 2 separate species, C3H11NOS in total, with properties calculated with wB97M-V/def2-TZVPD.

Calculated values
- energy relative to the best compared isomer or geometry (same formula, charge and spin) (eV) = 1.078
- highest occupied orbital energy (eV) = -8.398
- SMILES string = CSC.NCO
- max |F| (eV/A) = 1.12
- E_tot (eV) = -17661.3437
- LUMO energy (Eh) = 0.03222

Bonds (Å) are listed after each position.
Geometry (Å):
1 C 5.439 -1.897 1.865  S2 1.814, H4 1.084, H5 1.078, H6 1.083
2 S 5.652 -0.668 0.548  C1 1.814, C3 1.840
3 C 4.043 -0.837 -0.330  S2 1.840, H7 1.083, H8 1.079, H9 1.080
4 H 5.983 -2.803 1.622  C1 1.084
5 H 5.780 -1.547 2.827  C1 1.078
6 H 4.382 -2.126 1.925  C1 1.083
7 H 3.547 -1.693 0.111  C3 1.083
8 H 4.186 -0.904 -1.397  C3 1.079
9 H 3.513 0.089 -0.162  C3 1.080
10 N -5.338 1.641 -1.952  C11 1.456, H13 1.019, H14 1.012
11 C -5.437 1.965 -0.536  N10 1.456, O12 1.411, H15 1.100, H16 1.093
12 O -4.402 1.354 0.202  C11 1.411, H17 0.962
13 H -6.256 1.499 -2.370  N10 1.019
14 H -4.839 0.768 -2.062  N10 1.012
15 H -6.430 1.720 -0.130  C11 1.100
16 H -5.280 3.037 -0.387  C11 1.093
17 H -4.544 0.402 0.225  O12 0.962

***

Q: Look up the max |F| of the first one.
A: 4.09 eV/A

***

Q: Which of these has the lowest energy relative to the best compared isomer or geometry (same formula, charge and spin)?
A: C3H11NO4PS